{"formula": "HN3O2S", "method": "wB97M-V/def2-TZVPD", "symbols": ["O", "N", "O", "S", "H", "N", "N"], "positions_angstrom": [[-1.42221, -1.80644, -0.13666], [-0.95080, -0.76753, 0.19945], [-1.38973, 0.26709, -0.60036], [0.10761, -0.51620, 1.40842], [-0.88109, 1.06568, -0.40099], [2.52578, 1.35273, -0.13338], [2.01043, 0.40466, -0.33648]], "atomic_forces_ev_per_a": [[-0.25, -0.30, -0.11], [0.13, -0.31, -0.05], [-0.19, 0.17, -0.28], [-0.53, 0.25, 0.52], [0.25, -0.07, 0.46], [-0.51, -0.98, -0.20], [1.10, 1.24, -0.35]], "orbital_gap_ev": [9.0, 9.0], "e_tot_ev": -19413.7283}

***

{"formula": "C40H68ClO13PS", "method": "wB97M-V/def2-TZVPD", "symbols": ["C", "C", "C", "C", "C", "C", "C", "C", "C", "C", "S", "C", "P", "O", "O", "C", "O", "C", "C", "C", "C", "C", "C", "Cl", "C", "C", "O", "C", "C", "C", "C", "O", "H", "H", "H", "H", "H", "H", "H", "H", "H", "H", "H", "H", "H", "H", "H", "H", "H", "H", "H", "H", "H", "H", "H", "H", "H", "H", "H", "H", "C", "O", "C", "C", "O", "C", "H", "H", "H", "H", "H", "H", "H", "H", "H", "H", "C", "O", "C", "C", "O", "C", "H", "H", "H", "H", "H", "H", "H", "H", "H", "H", "C", "O", "C", "C", "O", "C", "H", "H", "H", "H", "H", "H", "H", "H", "H", "H", "C", "O", "C", "C", "O", "C", "H", "H", "H", "H", "H", "H", "H", "H", "H", "H"], "positions_angstrom": [[1.87016, -1.20783, 4.25543], [1.77585, -1.82297, 2.73938], [2.52946, -0.87109, 1.58780], [2.00609, -1.39664, 0.12858], [2.97884, -2.57746, -0.54926], [1.59695, -0.20618, -0.93742], [-0.01438, 0.22952, -1.04857], [-0.55990, 1.38372, -2.13029], [0.51266, 2.12856, -3.10894], [2.10955, 1.71634, -2.99403], [3.21730, 2.65260, -4.23824], [2.70462, 0.58394, -1.91679], [4.57681, 0.22790, -1.85096], [5.11049, -0.21361, -0.21554], [5.54143, 1.69347, -2.13307], [-2.19128, 1.73321, -2.22320], [-2.59059, 2.98029, -2.48362], [-3.19366, 0.43914, -1.95823], [-4.65099, 0.22465, -2.73331], [-5.66620, -1.06488, -2.41078], [-7.12272, -1.30169, -3.12513], [-7.07801, -2.12206, -4.54382], [-6.48653, -3.65682, -4.43330], [-6.23601, -1.09142, -5.85641], [-5.14991, -2.15338, -1.25761], [-6.05740, -3.45544, -0.78735], [-7.19744, -2.91275, -0.00803], [-6.76571, -2.38605, 1.29550], [-3.66686, -1.98482, -0.50274], [-2.69846, -0.70740, -0.84526], [-1.22128, -0.41307, -0.12280], [-1.15278, -0.68340, 1.18131], [1.30256, -0.18664, 4.39992], [1.30583, -1.98604, 4.96339], [2.98590, -1.18415, 4.66707], [2.33924, -2.86148, 2.69282], [0.64834, -2.02134, 2.50539], [3.68154, -1.03621, 1.79164], [2.19237, 0.24785, 1.83043], [0.99603, -1.99418, 0.35464], [2.41952, -3.62784, -0.55504], [3.16961, -2.29636, -1.67056], [3.99854, -2.63732, 0.06437], [0.11538, 2.93285, -3.88290], [4.33408, 1.81582, -4.52159], [5.95564, 0.32354, -0.00973], [5.00828, 2.45631, -1.74254], [-5.00674, 1.01636, -3.52925], [-7.83343, -1.83591, -2.32871], [-7.57716, -0.22683, -3.37715], [-8.21129, -2.24040, -4.89886], [-7.26273, -4.25953, -3.77063], [-6.35096, -4.15944, -5.49336], [-5.47916, -3.58250, -3.81897], [-6.51090, -4.06970, -1.67456], [-5.42974, -4.11544, -0.05180], [-6.07772, -3.10880, 1.90727], [-6.19097, -1.34329, 1.21189], [-7.71753, -2.15010, 1.97442], [-3.31196, -2.77117, 0.30747], [-3.98018, -3.42258, -11.45790], [-3.22840, -2.44060, -10.75130], [-3.39574, -1.13103, -11.30257], [-4.35383, -0.28969, -10.45448], [-5.68904, -0.80000, -10.52138], [-6.04218, -1.53905, -9.35728], [-3.96852, -4.34838, -10.87583], [-5.01932, -3.11407, -11.59900], [-3.51547, -3.61492, -12.43105], [-3.73517, -1.18353, -12.34363], [-2.40951, -0.65514, -11.29506], [-4.38125, 0.72746, -10.85925], [-4.00921, -0.22858, -9.41514], [-6.19655, -0.85510, -8.51804], [-5.27676, -2.27656, -9.09697], [-6.97953, -2.06496, -9.55627], [1.35002, 6.11617, 2.74455], [1.41985, 6.75333, 1.47258], [2.38176, 6.13747, 0.61102], [1.70274, 5.24198, -0.42922], [1.09838, 4.10001, 0.18584], [-0.31269, 4.23905, 0.31064], [0.47231, 6.49918, 3.27273], [1.25273, 5.03148, 2.65024], [2.24401, 6.35844, 3.32942], [3.12388, 5.57494, 1.18944], [2.90528, 6.94621, 0.09041], [2.46433, 4.86552, -1.12019], [0.96743, 5.80683, -1.01487], [-0.78271, 4.13332, -0.67112], [-0.58834, 5.20244, 0.75047], [-0.67965, 3.44109, 0.96134], [4.37610, -4.74946, 5.97241], [3.44854, -3.68164, 6.14018], [2.32656, -4.06067, 6.94289], [2.45318, -3.51417, 8.36780], [3.53083, -4.14189, 9.06944], [4.68351, -3.30996, 9.14186], [5.28943, -4.34425, 5.52780], [4.63236, -5.21797, 6.92621], [3.95816, -5.49924, 5.29187], [2.19817, -5.14935, 6.94945], [1.43906, -3.62121, 6.47554], [1.53575, -3.74922, 8.91758], [2.57152, -2.42390, 8.36209], [4.50892, -2.49770, 9.85300], [4.94662, -2.89488, 8.16410], [5.52062, -3.91440, 9.50061], [4.37834, 3.27366, 3.92158], [3.72489, 3.79601, 5.07436], [4.17445, 3.17169, 6.28059], [5.15389, 4.07125, 7.03989], [6.38239, 4.22164, 6.32166], [6.46610, 5.47612, 5.65436], [4.14221, 3.91922, 3.07097], [5.46391, 3.24790, 4.04725], [4.00589, 2.26545, 3.71002], [4.62051, 2.19202, 6.07316], [3.28867, 3.01151, 6.90422], [5.39994, 3.59589, 7.99523], [4.70439, 5.04787, 7.25643], [6.63353, 6.27273, 6.38467], [5.56202, 5.68928, 5.07579], [7.31820, 5.44451, 4.97044]], "atomic_forces_ev_per_a": [[-0.19, -1.19, 0.58], [0.61, 0.05, 0.07], [-1.07, -0.37, 1.46], [-0.86, -0.79, -0.36], [-0.06, 0.39, 0.08], [-1.45, 2.40, -1.60], [1.18, 1.36, -1.92], [3.37, -0.82, 0.06], [0.59, -2.91, 2.78], [-2.07, -1.66, 1.78], [-0.44, -1.48, 1.06], [-5.13, 2.11, 0.65], [2.19, -0.38, 0.06], [0.37, 2.30, -1.51], [-3.36, -0.53, 1.74], [-0.88, 3.72, -0.74], [2.25, -7.70, 1.37], [-1.97, -2.83, 0.64], [0.81, -2.11, 2.46], [3.76, 0.00, 2.30], [0.47, 0.91, 0.21], [-1.61, -1.18, 0.59], [0.07, 0.95, 0.66], [-0.57, -1.03, 1.34], [2.62, 2.18, -0.95], [0.21, 1.49, 0.55], [1.70, -0.31, 0.77], [-0.10, 1.33, 1.20], [-0.94, 3.01, -2.47], [-2.50, 0.38, -2.03], [-0.57, -1.20, 4.31], [0.14, 1.47, -7.60], [1.35, -1.92, -0.55], [1.22, 1.70, -1.48], [-2.42, 0.20, -1.01], [-1.21, 1.97, 0.31], [2.12, 0.59, 0.21], [-2.35, 0.65, -0.88], [0.90, -2.37, -0.85], [2.05, 1.75, -0.57], [1.26, 2.36, 0.17], [-0.09, -0.62, 2.13], [-2.27, 0.05, -1.55], [1.12, -1.93, 1.81], [-1.61, 0.59, 0.80], [-2.00, -1.06, -0.62], [1.12, -1.01, -0.73], [0.89, -1.76, 1.82], [1.63, 1.06, -1.86], [0.99, -2.40, 0.64], [2.55, 0.53, 0.67], [1.55, 1.17, -1.54], [-0.25, 1.15, 2.33], [-1.89, -0.38, -1.53], [1.01, 1.33, 1.78], [-0.94, 1.07, -1.66], [-1.23, 1.03, -1.35], [-1.12, -2.30, -0.12], [1.91, -0.77, -1.81], [-0.86, 1.87, -1.92], [0.19, -0.01, 0.16], [-0.40, 0.10, -0.35], [0.10, -0.02, 0.65], [-0.26, -0.18, -0.57], [0.40, -0.15, 0.25], [-0.09, 0.12, -0.15], [0.10, 0.18, -0.02], [0.04, 0.04, -0.02], [-0.11, -0.03, -0.03], [-0.08, 0.00, 0.13], [-0.04, 0.02, -0.01], [0.04, -0.03, 0.01], [0.01, -0.12, -0.11], [0.03, -0.11, -0.01], [-0.01, 0.08, 0.01], [0.08, 0.14, -0.06], [-0.06, 0.18, -0.04], [0.25, -0.47, 0.02], [-0.60, 0.31, -0.28], [0.26, -0.39, 0.50], [-0.06, 0.49, -0.07], [0.04, -0.15, 0.00], [0.13, 0.04, -0.16], [0.05, 0.02, -0.01], [-0.02, -0.13, 0.06], [-0.12, -0.06, -0.03], [0.02, -0.04, -0.02], [0.02, 0.03, -0.03], [0.05, 0.01, 0.15], [-0.12, 0.06, -0.01], [0.05, -0.03, -0.04], [0.15, 0.02, -0.09], [-0.03, 0.20, -0.12], [0.00, -0.44, 0.30], [0.20, 0.62, 0.05], [0.05, -0.64, -0.05], [0.04, 0.41, -0.31], [-0.04, -0.20, 0.06], [-0.19, 0.04, 0.03], [-0.06, 0.00, -0.02], [0.07, -0.07, 0.06], [0.09, 0.09, 0.09], [0.00, -0.03, 0.06], [0.00, 0.02, -0.05], [0.05, -0.12, -0.10], [0.07, 0.10, -0.03], [-0.05, -0.01, 0.05], [-0.18, 0.00, -0.01], [-0.21, 0.10, 0.02], [0.44, -0.26, 0.01], [-0.18, 0.62, 0.05], [0.25, -0.53, -0.26], [-0.42, 0.29, -0.07], [0.12, -0.18, 0.01], [-0.09, -0.04, 0.17], [-0.02, -0.02, 0.05], [0.10, -0.02, -0.06], [0.06, 0.14, 0.00], [0.05, -0.01, 0.02], [-0.05, 0.01, -0.02], [-0.01, -0.10, -0.12], [-0.05, 0.11, -0.04], [0.02, -0.02, 0.07], [-0.07, -0.09, 0.15]], "orbital_gap_ev": 6.6, "e_tot_ev": -101818.9038}

***

{"formula": "C35H48HfN5O7S3Si", "method": "wB97M-V/def2-TZVPD", "symbols": ["Hf", "C", "C", "N", "N", "C", "N", "S", "C", "C", "C", "C", "C", "N", "H", "H", "H", "H", "H", "H", "H", "H", "H", "C", "C", "C", "C", "O", "Si", "S", "O", "C", "C", "C", "C", "O", "C", "C", "C", "C", "H", "H", "H", "H", "H", "H", "H", "H", "H", "H", "H", "H", "H", "H", "H", "H", "H", "H", "H", "H", "H", "H", "H", "H", "H", "H", "H", "O", "S", "O", "N", "C", "O", "C", "C", "C", "C", "C", "C", "H", "H", "H", "H", "C", "C", "O", "C", "C", "C", "C", "C", "C", "H", "H", "H", "H", "H", "H", "H", "H"], "positions_angstrom": [[-0.38755, 0.18609, 0.21392], [3.27116, 1.13059, -2.47296], [2.14576, 0.49474, -1.72965], [1.14622, 1.14015, -1.23057], [1.16557, 2.50486, -1.33357], [-0.04819, 3.00904, -1.31762], [-0.16203, 4.34676, -1.39528], [-1.52705, 2.10746, -1.22682], [2.09608, -0.96825, -1.57588], [3.05781, -1.79737, -2.14922], [2.91329, -3.17268, -2.04337], [1.80903, -3.67634, -1.38376], [0.90080, -2.78857, -0.82176], [1.04083, -1.46645, -0.89423], [3.16015, 2.20997, -2.47145], [3.28782, 0.77398, -3.50366], [4.22655, 0.86256, -2.02093], [0.66333, 4.89822, -1.56053], [-1.06836, 4.77252, -1.45907], [3.89369, -1.37431, -2.68152], [3.64888, -3.83385, -2.47912], [1.64080, -4.73811, -1.29010], [0.03525, -3.14663, -0.27911], [-2.44579, -2.68919, -2.85141], [-2.19225, -1.24485, -2.44626], [-3.44624, -0.41505, -2.65281], [-1.01979, -0.70948, -3.25742], [-1.82109, -1.18547, -0.99319], [-2.52220, -2.09477, 0.28898], [-0.98453, -1.80764, 1.69117], [-2.49018, -3.64402, -0.17483], [-3.00626, -4.84992, 0.41458], [-4.36329, -5.13385, -0.21538], [-2.00321, -5.94368, 0.06481], [-3.12738, -4.69482, 1.92129], [-4.02857, -1.63033, 0.50182], [-5.30392, -1.04480, 0.82754], [-5.21351, 0.47373, 0.75533], [-6.30831, -1.57127, -0.19501], [-5.69080, -1.51261, 2.22485], [-2.56774, -2.71576, -3.93417], [-3.34395, -3.09152, -2.39482], [-1.60507, -3.32474, -2.58591], [-3.75142, -0.48288, -3.69724], [-3.27467, 0.63245, -2.41993], [-4.25518, -0.79667, -2.03818], [-1.33630, -0.62879, -4.29746], [-0.17418, -1.39290, -3.22365], [-0.71720, 0.28323, -2.93214], [-4.26855, -5.23041, -1.29515], [-5.05470, -4.32332, 0.00268], [-4.78071, -6.05877, 0.17681], [-1.89716, -6.02338, -1.01522], [-2.33138, -6.90624, 0.45174], [-1.03128, -5.71176, 0.49734], [-3.82826, -3.90148, 2.17201], [-2.16181, -4.46260, 2.36569], [-3.49838, -5.61997, 2.36193], [-4.78969, 0.78760, -0.19633], [-4.59800, 0.86984, 1.55650], [-6.21299, 0.89993, 0.83654], [-6.06372, -1.23047, -1.19822], [-7.30466, -1.20919, 0.04927], [-6.33173, -2.65906, -0.19146], [-4.96144, -1.17538, 2.95642], [-5.75709, -2.59898, 2.26148], [-6.66092, -1.10083, 2.49960], [1.52719, 1.87649, 3.49422], [0.84363, 2.86545, 2.68152], [-0.26944, 3.62362, 3.63242], [-0.22008, 2.00794, 1.71579], [-1.35506, 1.55766, 2.20072], [-2.03511, 0.83040, 1.40040], [-1.79282, 1.78048, 3.55955], [-2.72670, 0.96376, 4.18832], [-3.09670, 1.23679, 5.49014], [-2.53263, 2.31556, 6.16438], [-1.57242, 3.11858, 5.56637], [-1.20333, 2.83198, 4.26386], [-3.11680, 0.11352, 3.64923], [-3.82220, 0.61133, 5.98902], [-2.83490, 2.52532, 7.17956], [-1.10973, 3.94088, 6.08804], [3.56796, 1.24406, 1.46330], [2.69258, 0.09105, 1.83867], [1.57834, -0.02016, 1.30865], [3.16063, -0.91177, 2.79526], [4.35097, -0.73238, 3.50350], [4.75513, -1.68303, 4.42245], [3.98042, -2.81562, 4.63053], [2.80104, -3.00414, 3.92196], [2.38612, -2.05609, 3.00865], [3.06558, 1.87310, 0.73298], [4.52287, 0.88648, 1.07292], [3.77568, 1.83223, 2.35610], [4.95398, 0.14968, 3.35082], [5.66922, -1.54131, 4.97923], [4.29713, -3.55487, 5.35201], [2.20354, -3.88837, 4.09056], [1.46168, -2.18452, 2.46327]], "atomic_forces_ev_per_a": [[0.82, -0.13, -0.27], [-0.04, 0.10, 0.04], [-0.23, 0.10, 0.11], [0.58, -0.11, -0.21], [-0.17, 0.18, -0.02], [-0.08, 0.24, -0.01], [0.18, -0.08, -0.03], [0.11, -0.11, 0.17], [0.06, -0.38, -0.03], [-0.30, 0.19, 0.17], [-0.08, 0.01, 0.04], [-0.02, 0.09, 0.00], [0.01, -0.04, 0.04], [0.20, 0.12, -0.23], [0.01, -0.04, 0.00], [-0.01, -0.01, -0.04], [0.04, 0.00, 0.03], [-0.01, 0.02, 0.01], [0.01, -0.03, 0.02], [0.06, 0.05, -0.03], [0.02, -0.02, -0.02], [-0.02, -0.05, 0.01], [0.05, -0.02, -0.02], [0.03, 0.09, -0.06], [-0.03, 0.01, -0.08], [0.10, 0.04, -0.04], [-0.11, 0.00, 0.03], [-0.02, 0.14, 0.14], [-0.01, -0.04, 0.05], [-0.33, -0.07, 0.13], [0.17, -0.06, -0.18], [0.00, -0.15, -0.05], [0.10, 0.01, 0.05], [-0.11, 0.11, 0.03], [0.00, -0.14, 0.02], [0.08, 0.07, 0.07], [-0.05, -0.11, -0.03], [-0.02, -0.16, -0.01], [0.08, 0.05, 0.11], [0.01, 0.08, -0.14], [-0.02, 0.03, -0.04], [-0.08, -0.03, 0.03], [0.06, -0.06, 0.03], [0.00, -0.01, -0.03], [-0.03, 0.03, 0.01], [-0.04, -0.02, 0.06], [-0.02, 0.00, -0.02], [0.07, -0.06, 0.02], [0.00, -0.03, 0.00], [0.01, 0.00, -0.09], [-0.03, 0.04, 0.03], [-0.03, -0.08, 0.04], [0.01, 0.00, -0.10], [-0.04, -0.07, 0.03], [0.08, 0.03, 0.05], [-0.07, 0.11, 0.05], [0.07, 0.01, 0.03], [-0.01, -0.03, 0.01], [0.06, 0.02, -0.07], [0.12, 0.03, 0.07], [-0.04, 0.01, 0.04], [0.00, 0.02, -0.06], [-0.08, 0.04, 0.02], [0.00, -0.03, 0.01], [0.12, 0.00, 0.08], [0.00, -0.05, 0.00], [-0.05, 0.02, 0.00], [0.18, 0.01, 0.32], [-0.20, 0.02, -0.14], [0.11, 0.05, 0.00], [0.53, -0.04, -0.44], [-0.80, -0.20, -0.01], [-0.49, 0.14, 0.29], [0.14, 0.45, 0.40], [0.01, 0.07, 0.02], [-0.04, -0.04, -0.01], [0.07, 0.06, -0.06], [-0.05, -0.16, -0.16], [-0.24, -0.18, 0.05], [-0.08, -0.03, -0.07], [-0.02, -0.03, 0.03], [-0.01, 0.01, 0.08], [0.04, 0.08, 0.04], [0.11, -0.03, 0.01], [-0.29, 0.18, -0.29], [-0.06, -0.19, 0.00], [-0.07, -0.10, 0.06], [-0.08, -0.05, -0.04], [-0.01, -0.01, -0.01], [0.01, 0.01, 0.00], [0.01, -0.04, 0.03], [0.06, 0.11, -0.01], [-0.01, 0.02, -0.08], [-0.03, 0.01, -0.05], [0.03, 0.01, 0.01], [0.03, 0.06, 0.00], [0.05, 0.01, 0.03], [0.02, -0.05, 0.04], [-0.03, -0.04, 0.01], [0.00, 0.01, -0.02]], "orbital_gap_ev": 7.4, "e_tot_ev": -100553.1803, "total_charge": 1}

***

So what do the calculations give for max |F|? Going down the list: 1.69 8.13 0.88 eV/A.
So what do the calculations give for energy above the lowest of the compared OMol25 structures with the same formula, charge and spin? Going down the list: 14.8 2340.5 0.0 kJ/mol.